A single C5H10O molecule, computed with ωB97M-V/def2-TZVPD.

Properties
* highest occupied orbital energy: -10.3 eV
* structure (SMILES): C[C@@H](O)C1CC1
* LUMO energy: 0.9867 eV
* orbital gap: 11.3 eV

Each line ends with the natural charge from an NBO analysis.
Positions of all 16 atoms, in Å:
C -2.05 0.20 0.43  -0.62
C -0.82 -0.14 -0.38  0.10
O -0.71 0.84 -1.40  -0.72
C 0.43 -0.23 0.51  -0.26
C 1.70 -0.84 -0.02  -0.42
C 1.63 0.64 0.24  -0.41
H -1.93 1.16 0.94  0.21
H -2.24 -0.57 1.19  0.21
H -2.93 0.27 -0.22  0.22
H -0.97 -1.13 -0.85  0.15
H -0.07 0.54 -2.06  0.46
H 0.21 -0.43 1.56  0.22
H 2.29 -1.47 0.65  0.22
H 1.71 -1.19 -1.05  0.20
H 1.57 1.30 -0.62  0.22
H 2.18 1.04 1.08  0.22

---

A molecular structure, C23H29Cl2LaN5S at a distorted geometry, computed with ωB97M-V/def2-TZVPD.

Properties
* highest occupied orbital energy: -17.1 eV
* LUMO energy: -9.1483 eV
* orbital gap: 8.0 eV
* charge: +3

Each line ends with the natural charge from an NBO analysis.
Positions of all 61 atoms, in Å:
La 0.42 0.65 0.19  2.03
C -0.64 3.67 -1.77  -0.65
C 0.60 3.98 -1.00  0.26
C 0.99 5.30 -0.79  -0.22
C 2.13 5.57 -0.05  -0.09
C 2.92 4.51 0.37  -0.21
C 2.54 3.22 0.06  0.16
N 1.34 2.96 -0.53  -0.62
C 3.44 2.07 0.25  0.20
C 4.82 2.22 0.34  -0.20
C 5.62 1.10 0.41  -0.08
C 5.05 -0.16 0.36  -0.20
C 3.67 -0.26 0.24  0.21
N 2.89 0.84 0.22  -0.63
C 2.98 -1.57 0.18  0.17
C 3.62 -2.70 -0.29  -0.21
C 2.96 -3.92 -0.26  -0.08
C 1.70 -3.97 0.31  -0.22
C 1.10 -2.80 0.76  0.26
C -0.26 -2.83 1.40  -0.66
N 1.70 -1.61 0.63  -0.61
H -0.53 4.04 -2.80  0.28
H -1.51 4.17 -1.35  0.26
H -0.83 2.59 -1.84  0.20
H 0.41 6.11 -1.21  0.26
H 2.41 6.59 0.17  0.26
H 3.84 4.70 0.91  0.25
H 5.27 3.21 0.33  0.26
H 6.70 1.20 0.48  0.27
H 5.65 -1.05 0.43  0.26
H 4.62 -2.63 -0.70  0.25
H 3.42 -4.81 -0.66  0.26
H 1.18 -4.92 0.42  0.25
H -0.41 -3.78 1.91  0.27
H -1.05 -2.73 0.65  0.24
H -0.34 -2.03 2.15  0.22
Cl -1.59 2.55 1.17  0.06
C -0.82 2.82 2.74  -0.36
Cl 0.62 1.77 2.84  0.04
H -1.50 2.54 3.54  0.27
H -0.51 3.86 2.82  0.27
C -5.12 -1.99 0.51  -0.42
N -3.77 -1.43 0.37  -0.40
C -3.37 -0.65 1.53  -0.39
C -3.11 -1.45 -0.79  0.45
S -1.93 -0.21 -1.21  -0.44
N -3.38 -2.37 -1.71  -0.38
C -3.90 -3.70 -1.38  -0.42
C -3.02 -2.22 -3.12  -0.42
H -5.73 -1.28 1.06  0.24
H -5.12 -2.93 1.06  0.23
H -5.58 -2.13 -0.46  0.23
H -3.53 -1.26 2.42  0.23
H -3.97 0.26 1.61  0.22
H -2.32 -0.38 1.47  0.18
H -3.81 -3.90 -0.31  0.22
H -3.29 -4.43 -1.91  0.23
H -4.93 -3.82 -1.69  0.24
H -3.00 -1.18 -3.42  0.24
H -3.76 -2.75 -3.72  0.24
H -2.04 -2.67 -3.32  0.22

---

A single C3H4S2 molecule at a distorted geometry, computed with ωB97M-V/def2-TZVPD.

Properties
* highest occupied orbital energy (alpha / beta): -4.7 / -9.2 eV
* LUMO energy (alpha / beta): 0.3534 / -2.9181 eV
* orbital gap (alpha / beta): 5.1 / 6.3 eV
* multiplicity: 3

Each line ends with the Löwdin spin population.
Positions of all 9 atoms, in Å:
C -1.21 0.40 0.14  0.23
C -0.51 -0.58 -0.26  0.17
C 0.64 -1.09 -0.63  0.30
S -0.12 2.03 0.32  0.42
S 1.66 1.46 -0.21  0.82
H -2.23 0.59 0.37  0.00
H 0.89 -1.17 -1.68  0.01
H 1.25 -1.66 0.05  0.02
H -0.12 1.90 1.69  0.03

---

A molecular structure, C2H3FO2PPt at a distorted geometry, computed with ωB97M-V/def2-TZVPD.

Properties
* highest occupied orbital energy (alpha / beta): -2.2 / -3.3 eV
* LUMO energy (alpha / beta): 3.6385 / 3.4848 eV
* orbital gap (alpha / beta): 5.8 / 6.8 eV
* multiplicity: 3
* charge: -1

Each line ends with the Löwdin spin population.
Positions of all 10 atoms, in Å:
P 1.97 -1.08 -0.29  0.66
F 2.42 0.98 1.66  0.19
O 0.11 -1.03 0.56  0.18
C -1.03 -0.69 -0.13  0.02
H -1.56 -1.49 -0.66  0.00
H 1.44 -0.49 -1.48  0.05
C -1.36 0.62 -0.20  0.02
O -0.57 1.58 0.27  0.12
Pt 0.87 0.68 0.97  0.76
H -2.30 0.91 -0.69  0.00